1.
Density functional theory data (ωB97M-V/def2-TZVPD) for C58H44AsIN2O2PSSn as an isolated structure.

Output
Multiplicity: 2
Molar mass in g/mol: 1184.6
Frontier orbital gap (spin up / spin down) in eV: 3.41 / 5.09
Calculated total energy in a.u.: -5983.86294
Total charge: -2
Largest force on an atom in Eh/bohr: 0.0102
⟨S²⟩: 0.766
Lowest unoccupied orbital energy (spin up / spin down) in eV: 3.926 / 3.924
E_HOMO (spin up / spin down) in eV: 0.5 / -1.2

Cartesian coordinates (Å):
Sn 0.448 -0.099 0.472
I -1.276 0.723 3.041
C 0.041 2.321 3.359
C -0.369 3.286 4.239
C 0.481 4.363 4.557
C 1.735 4.404 4.023
C 2.185 3.396 3.136
C 3.526 3.413 2.679
C 3.985 2.393 1.900
C 3.104 1.377 1.471
C 1.762 1.350 1.781
C 1.318 2.340 2.723
H -1.343 3.214 4.704
H 0.141 5.132 5.240
H 2.421 5.204 4.280
H 4.175 4.221 2.997
H 5.025 2.362 1.589
H 3.524 0.582 0.862
O 1.396 -2.284 2.299
C 1.759 -1.754 1.224
C 2.997 -2.107 0.572
C 3.874 -3.022 1.229
C 5.080 -3.395 0.714
C 5.522 -2.878 -0.540
C 4.695 -2.005 -1.213
C 3.448 -1.605 -0.712
P 2.396 -0.485 -1.604
C 3.494 0.660 -2.537
C 3.813 1.899 -1.977
C 4.627 2.797 -2.650
C 5.133 2.477 -3.904
C 4.810 1.257 -4.480
C 3.993 0.360 -3.805
C 1.620 -1.356 -3.015
C 0.628 -0.694 -3.740
C -0.036 -1.330 -4.776
C 0.283 -2.644 -5.095
C 1.269 -3.307 -4.382
C 1.935 -2.669 -3.344
H 3.532 -3.404 2.185
H 5.714 -4.081 1.267
H 6.482 -3.160 -0.955
H 5.022 -1.605 -2.169
H 3.406 2.168 -1.011
H 4.854 3.754 -2.194
H 5.765 3.180 -4.434
H 5.190 1.000 -5.462
H 3.731 -0.582 -4.272
H 0.358 0.325 -3.486
H -0.820 -0.809 -5.311
H -0.257 -3.156 -5.883
H 1.501 -4.341 -4.610
H 2.669 -3.198 -2.749
O -2.687 -1.924 0.403
N -2.064 -2.913 0.999
C -2.493 -3.266 2.233
C -1.934 -4.290 2.949
C -0.876 -4.995 2.370
C -0.443 -4.632 1.123
C -1.010 -3.564 0.394
S -0.430 -3.078 -1.127
H -3.311 -2.653 2.583
H -2.307 -4.511 3.940
H -0.387 -5.800 2.904
H 0.394 -5.129 0.653
N 0.363 2.588 -2.018
C 0.247 3.531 -1.005
C -0.832 3.484 -0.117
C -0.979 4.455 0.858
C -0.058 5.486 0.983
C 1.026 5.522 0.116
C 1.180 4.563 -0.871
H 1.314 2.419 -2.317
H -0.096 1.711 -1.791
H -1.519 2.646 -0.168
H -1.810 4.381 1.551
H -0.161 6.222 1.770
H 1.774 6.301 0.217
H 2.032 4.595 -1.541
C -6.686 0.678 0.693
C -6.570 -0.539 0.037
C -5.433 -0.834 -0.702
C -4.396 0.085 -0.797
C -4.512 1.297 -0.122
C -5.650 1.598 0.611
As -2.703 -0.265 -1.737
C -3.088 0.925 -3.266
C -2.907 2.300 -3.323
C -3.128 2.983 -4.513
C -3.510 2.290 -5.655
C -3.676 0.914 -5.614
C -3.469 0.228 -4.420
C -3.605 -1.227 -4.229
C -3.971 -2.141 -5.215
C -4.061 -3.488 -4.902
C -3.780 -3.930 -3.613
C -3.396 -3.027 -2.631
C -3.316 -1.676 -2.936
H -7.573 0.904 1.273
H -7.368 -1.270 0.106
H -5.353 -1.790 -1.205
H -3.699 2.016 -0.156
H -5.720 2.547 1.131
H -2.573 2.848 -2.449
H -2.981 4.056 -4.551
H -3.666 2.824 -6.585
H -3.963 0.380 -6.513
H -4.180 -1.806 -6.225
H -4.343 -4.201 -5.669
H -3.834 -4.986 -3.379
H -3.118 -3.368 -1.642


2.
Density functional theory data (ωB97M-V/def2-TZVPD) for C58H47BF2IMnNOP3S as an isolated structure in a non-equilibrium geometry.

Output
Multiplicity: 6
Molar mass in g/mol: 1129.7
Frontier orbital gap (spin up / spin down) in eV: 7.36 / 8.17
Calculated total energy in a.u.: -5463.84829
Total charge: +1
Largest force on an atom in Eh/bohr: 0.0435
⟨S²⟩: 8.767
Lowest unoccupied orbital energy (spin up / spin down) in eV: -1.913 / -2.134
E_HOMO (spin up / spin down) in eV: -9.3 / -10.3

Cartesian coordinates (Å):
Mn -0.756 -0.807 -0.143
N 0.211 -1.172 2.793
P -1.166 -0.231 2.410
C -2.474 -1.495 2.620
C -3.316 -1.707 3.703
C -4.131 -2.837 3.713
C -4.092 -3.744 2.662
C -3.249 -3.535 1.574
C -2.460 -2.404 1.563
C -1.348 0.823 3.876
C -2.467 1.657 3.935
C -2.657 2.494 5.024
C -1.725 2.509 6.056
C -0.602 1.697 5.991
C -0.406 0.858 4.899
P 1.253 -1.661 1.522
C 2.820 -1.724 2.507
C 3.144 -0.609 3.283
C 4.282 -0.595 4.073
C 5.126 -1.699 4.094
C 4.815 -2.811 3.327
C 3.675 -2.824 2.532
C 1.006 -3.447 1.284
C 1.664 -4.010 0.191
C 1.576 -5.372 -0.054
C 0.813 -6.175 0.785
C 0.150 -5.617 1.869
C 0.249 -4.255 2.124
H 0.214 -1.708 3.654
H -3.337 -1.003 4.527
H -4.796 -3.012 4.549
H -4.719 -4.627 2.690
H -3.213 -4.245 0.756
H -1.769 -2.182 0.733
H -3.191 1.642 3.126
H -3.529 3.134 5.069
H -1.878 3.153 6.913
H 0.127 1.715 6.792
H 0.480 0.237 4.848
H 2.479 0.247 3.286
H 4.511 0.274 4.679
H 6.017 -1.692 4.708
H 5.458 -3.682 3.352
H 3.450 -3.706 1.948
H 2.236 -3.372 -0.478
H 2.086 -5.801 -0.907
H 0.737 -7.238 0.593
H -0.446 -6.243 2.523
H -0.272 -3.832 2.976
I -3.379 0.298 -0.569
C -4.055 -0.461 -2.423
C -5.293 -1.020 -2.315
C -5.985 -1.449 -3.464
C -5.437 -1.231 -4.686
C -4.154 -0.643 -4.819
C -3.667 -0.372 -6.118
C -2.471 0.246 -6.297
C -1.655 0.492 -5.179
C -2.033 0.173 -3.896
P -0.682 0.317 -2.623
C -0.301 2.083 -2.979
C -1.228 3.041 -2.564
C -1.055 4.378 -2.887
C 0.065 4.783 -3.606
C 0.997 3.839 -4.012
C 0.811 2.494 -3.708
C 0.713 -0.625 -3.364
C 1.867 -0.690 -2.577
C 2.971 -1.426 -2.976
C 2.927 -2.150 -4.162
C 1.768 -2.139 -4.923
C 0.667 -1.389 -4.527
C -3.372 -0.303 -3.669
H -5.760 -1.114 -1.344
H -6.957 -1.914 -3.359
H -5.979 -1.490 -5.587
H -4.283 -0.645 -6.967
H -2.122 0.514 -7.286
H -0.675 0.917 -5.349
H -2.093 2.739 -1.984
H -1.799 5.103 -2.578
H 0.209 5.828 -3.852
H 1.864 4.146 -4.585
H 1.534 1.760 -4.050
H 1.901 -0.163 -1.635
H 3.866 -1.435 -2.364
H 3.782 -2.733 -4.478
H 1.716 -2.717 -5.838
H -0.231 -1.431 -5.128
F -2.134 -2.639 -2.027
B -0.869 -2.557 -1.502
F -0.080 -3.447 -2.118
O 0.406 1.103 -0.119
S 1.213 1.681 1.043
C 0.611 3.340 1.284
C 0.359 4.162 0.195
C -0.093 5.449 0.426
C -0.274 5.906 1.729
C -0.007 5.076 2.809
C 0.440 3.779 2.589
C 2.817 2.119 0.383
C 3.861 2.345 1.270
C 5.105 2.692 0.766
C 5.296 2.810 -0.605
C 4.237 2.597 -1.479
C 2.989 2.245 -0.985
H 0.513 3.800 -0.815
H -0.299 6.101 -0.414
H -0.619 6.918 1.901
H -0.150 5.432 3.821
H 0.659 3.120 3.424
H 3.712 2.260 2.339
H 5.928 2.872 1.447
H 6.271 3.078 -0.992
H 4.378 2.708 -2.547
H 2.155 2.074 -1.653


3.
Density functional theory data (ωB97M-V/def2-TZVPD) for C58H47Cl4FIrN4O9Te as an isolated structure in a non-equilibrium geometry.

Output
Multiplicity: 2
Molar mass in g/mol: 1424.7
Frontier orbital gap (spin up / spin down) in eV: 4.39 / 4.39
Calculated total energy in a.u.: -5447.42901
Largest force on an atom in Eh/bohr: 0.0390
⟨S²⟩: 0.757
Lowest unoccupied orbital energy (spin up / spin down) in eV: -1.727 / -1.727
E_HOMO (spin up / spin down) in eV: -6.1 / -6.1

Cartesian coordinates (Å):
Ir 0.301 0.036 -0.009
C 2.909 -4.421 4.856
C 2.664 -3.454 3.727
C 3.599 -3.258 2.721
C 3.380 -2.388 1.661
C 4.496 -2.204 0.686
O 5.636 -2.067 1.092
C 4.221 -2.269 -0.779
C 3.182 -3.046 -1.279
C 3.025 -3.192 -2.650
C 3.871 -2.520 -3.522
C 4.898 -1.727 -3.023
C 5.085 -1.618 -1.655
C 2.192 -1.632 1.583
O 2.049 -0.815 0.562
C 1.262 -1.775 2.655
C 1.507 -2.689 3.674
C 0.159 -0.785 2.749
N 0.422 0.471 2.578
C 1.769 0.958 2.845
C 1.623 2.397 3.329
Te 1.824 4.020 1.968
C 3.276 3.675 0.514
C 3.575 2.480 -0.110
C 4.437 2.485 -1.197
C 5.007 3.666 -1.647
C 4.719 4.865 -1.006
C 3.849 4.873 0.070
C -1.227 -1.165 3.107
C -1.614 -2.495 3.220
C -2.918 -2.822 3.559
C -3.845 -1.821 3.794
C -3.461 -0.488 3.704
C -2.162 -0.161 3.369
H 3.847 -4.956 4.712
H 2.110 -5.162 4.926
H 2.963 -3.906 5.818
H 4.543 -3.791 2.749
H 2.494 -3.534 -0.599
H 2.230 -3.817 -3.037
H 3.726 -2.614 -4.591
H 5.557 -1.203 -3.704
H 5.898 -1.032 -1.245
H 0.782 -2.766 4.478
H 2.456 0.884 1.996
H 2.222 0.368 3.648
H 2.344 2.642 4.110
H 0.612 2.549 3.707
H 3.124 1.546 0.184
H 4.632 1.551 -1.705
H 5.659 3.655 -2.511
H 5.160 5.792 -1.348
H 3.618 5.811 0.563
H -0.909 -3.284 3.004
H -3.213 -3.863 3.610
H -4.867 -2.076 4.043
H -4.185 0.298 3.883
H -1.853 0.872 3.283
C -5.656 5.216 -0.271
C -4.417 5.412 -1.131
N -3.590 4.211 -1.198
C -2.614 4.055 -0.261
C -1.772 3.000 -0.185
C -0.640 3.022 0.798
O -0.667 3.839 1.730
O 0.362 2.274 0.535
C -1.908 1.943 -1.151
O -1.326 0.877 -1.116
C -2.896 2.153 -2.207
C -3.015 1.180 -3.190
C -3.965 1.311 -4.159
F -4.029 0.358 -5.119
C -4.863 2.384 -4.172
C -4.744 3.347 -3.177
C -3.742 3.262 -2.202
N -5.939 2.479 -5.103
C -6.143 1.460 -6.130
C -7.507 1.727 -6.789
N -8.331 2.475 -5.784
C -7.818 3.882 -5.657
C -6.285 3.785 -5.637
H -6.217 6.148 -0.191
H -5.375 4.900 0.734
H -6.309 4.449 -0.690
H -3.796 6.217 -0.738
H -4.685 5.706 -2.145
H -2.527 4.854 0.465
H -2.360 0.317 -3.164
H -5.490 4.124 -3.103
H -6.154 0.477 -5.669
H -5.366 1.463 -6.901
H -8.019 0.806 -7.054
H -7.442 2.362 -7.671
H -8.164 2.027 -4.878
H -9.327 2.448 -5.991
H -8.224 4.288 -4.732
H -8.192 4.454 -6.504
H -5.876 4.590 -5.038
H -5.881 3.911 -6.650
Cl 0.829 -0.572 -6.663
C 0.634 -0.942 -4.986
C 0.150 -2.175 -4.585
Cl -0.211 -3.387 -5.764
C -0.039 -2.460 -3.225
Cl -0.622 -3.998 -2.717
C 0.287 -1.519 -2.257
O 0.181 -1.727 -0.951
C 0.818 -0.267 -2.675
O 1.125 0.599 -1.719
C 0.960 0.020 -4.022
Cl 1.535 1.590 -4.468
O -3.799 -0.700 -0.916
C -2.962 -1.341 -0.237
O -2.046 -0.850 0.474
C -3.061 -2.865 -0.281
C -4.188 -3.471 -0.824
C -4.299 -4.854 -0.865
C -3.274 -5.647 -0.365
C -2.139 -5.048 0.165
C -2.035 -3.666 0.202
H -4.969 -2.830 -1.214
H -5.181 -5.317 -1.294
H -3.355 -6.728 -0.400
H -1.325 -5.662 0.535
H -1.140 -3.184 0.562


4.
Density functional theory data (ωB97M-V/def2-TZVPD) for C58H52O2P3SiW as an isolated structure in a non-equilibrium geometry.

Output
Multiplicity: 3
Molar mass in g/mol: 1085.9
Frontier orbital gap (spin up / spin down) in eV: 3.85 / 3.22
Calculated total energy in a.u.: -3771.30423
Total charge: +3
Largest force on an atom in Eh/bohr: 0.0708
⟨S²⟩: 2.083
Lowest unoccupied orbital energy (spin up / spin down) in eV: -10.012 / -10.642
E_HOMO (spin up / spin down) in eV: -13.9 / -13.9

Cartesian coordinates (Å):
W -0.044 -1.014 0.250
C 0.107 -7.315 0.828
C -0.691 -6.629 -0.130
C -0.816 -5.241 -0.027
C -0.216 -4.601 1.067
C 0.659 -5.268 1.940
C 0.804 -6.651 1.774
P -0.651 -2.933 1.467
C 0.027 -2.470 3.054
C -0.235 -3.295 4.183
C 0.510 -3.077 5.379
C 1.413 -2.047 5.434
C 1.531 -1.159 4.368
C 0.752 -1.263 3.226
C -2.533 -3.107 1.419
C -3.212 -4.063 2.166
C -4.609 -4.127 2.037
C -5.374 -3.151 1.366
C -4.688 -2.138 0.644
C -3.299 -2.234 0.584
Si -2.342 -1.325 -0.740
C -2.306 -2.033 -2.446
C -3.308 -2.771 -3.141
C -3.088 -3.164 -4.477
C -1.915 -2.861 -5.108
C -1.075 -1.920 -4.567
C -1.185 -1.638 -3.159
P -0.039 -0.520 -2.192
C 0.482 0.973 -3.109
C -0.433 1.783 -3.806
C 0.033 2.945 -4.434
C 1.389 3.361 -4.366
C 2.336 2.450 -3.844
C 1.908 1.223 -3.300
C 1.383 -1.441 -1.549
C 2.006 -1.331 -0.227
C 2.538 -2.649 0.232
C 2.756 -3.668 -0.661
C 2.467 -3.560 -2.000
C 1.944 -2.335 -2.487
C -3.294 0.311 -0.668
C -4.503 0.497 -1.354
C -5.256 1.630 -1.286
C -4.791 2.694 -0.469
C -3.605 2.442 0.311
C -2.884 1.318 0.183
P -1.402 0.985 1.144
C -2.165 0.936 2.856
C -3.464 0.518 3.127
C -3.928 0.384 4.457
C -3.115 0.765 5.516
C -1.818 1.239 5.196
C -1.264 1.141 3.923
C -0.492 2.570 1.057
C 0.433 2.989 2.047
C 1.134 4.205 1.950
C 0.999 4.998 0.791
C 0.250 4.530 -0.299
C -0.555 3.381 -0.162
H 0.300 -8.344 0.672
H -1.086 -7.197 -0.972
H -1.393 -4.622 -0.768
H 1.227 -4.714 2.708
H 1.558 -7.151 2.405
H -1.000 -4.060 4.126
H 0.527 -3.800 6.172
H 2.051 -1.848 6.261
H 2.385 -0.375 4.441
H 0.873 -0.568 2.382
H -2.651 -4.852 2.647
H -5.241 -4.884 2.506
H -6.423 -3.103 1.374
H -5.249 -1.414 0.060
H -4.191 -3.053 -2.550
H -3.831 -3.810 -4.967
H -1.808 -3.357 -6.097
H -0.193 -1.420 -5.005
H -1.499 1.555 -3.818
H -0.639 3.634 -4.947
H 1.685 4.299 -4.809
H 3.431 2.557 -3.802
H 2.666 0.576 -2.842
H 2.604 -0.399 -0.017
H 2.798 -2.758 1.302
H 3.103 -4.626 -0.294
H 2.612 -4.330 -2.738
H 1.963 -2.144 -3.560
H -4.868 -0.356 -1.863
H -6.215 1.663 -1.759
H -5.176 3.687 -0.559
H -3.178 3.158 0.997
H -4.186 0.214 2.306
H -4.832 -0.124 4.598
H -3.348 0.801 6.567
H -1.171 1.613 6.014
H -0.193 1.217 3.835
H 0.754 2.323 2.868
H 1.670 4.570 2.844
H 1.544 5.945 0.710
H 0.353 4.941 -1.303
H -1.042 2.958 -1.017
C 4.778 5.426 0.245
O 4.500 5.578 -1.124
C 5.197 6.648 -1.796
C 5.466 6.184 -3.215
O 6.916 5.974 -3.218
C 7.344 4.688 -2.725
H 5.814 5.133 0.460
H 4.143 4.576 0.612
H 4.579 6.300 0.867
H 6.055 6.822 -1.158
H 4.559 7.575 -1.857
H 5.197 6.990 -3.945
H 4.896 5.280 -3.444
H 6.907 3.787 -3.147
H 7.284 4.668 -1.643
H 8.410 4.703 -2.990